Record 1
{
  "formula": "C16H23Br2N6S3SbSiZr",
  "method": "wB97M-V/def2-TZVPD",
  "spin_multiplicity": 2,
  "homo_ev": [-10.7118, -10.6481],
  "fmax_ev_per_a": 1.94,
  "charge": 1,
  "e_tot_ha": -7871.49315,
  "lumo_energy_ev": [-3.002, -4.471],
  "homo_lumo_gap_ev": [7.71, 6.18],
  "s2": 0.76,
  "elements": ["N", "C", "C", "H", "H", "H", "H", "C", "H", "C", "S", "C", "Si", "H", "N", "H", "C", "N", "C", "C", "Sb", "Br", "C", "H", "Br", "C", "N", "C", "H", "C", "C", "H", "H", "N", "S", "H", "C", "H", "N", "H", "H", "S", "H", "Zr", "H", "H", "C", "H", "H", "C", "H", "H", "H"],
  "coordinates": [[0.263, 2.242, 1.518], [-3.015, -1.623, 1.898], [-4.799, 0.997, 1.399], [-0.378, -4.877, -0.386], [1.114, 5.230, 2.599], [-3.829, -3.508, 2.455], [-2.030, 1.259, 3.829], [-1.495, 1.466, -3.028], [-5.171, 0.519, 2.307], [-1.180, -3.065, 0.412], [0.657, -0.812, -2.148], [0.900, 4.196, 2.394], [-2.998, 1.561, 1.524], [-0.280, -3.476, -1.474], [-1.110, -1.712, 0.443], [-3.695, -1.037, 2.497], [1.290, -1.118, 4.422], [-1.844, 0.358, 0.985], [0.343, 3.592, 1.308], [-3.072, -2.994, 1.877], [2.932, -0.621, -1.466], [-0.224, 2.322, -1.820], [-2.165, -3.728, 1.110], [0.003, 4.056, 0.398], [-2.516, 0.153, -2.060], [0.780, 2.028, 2.717], [1.172, 3.190, 3.281], [-2.957, 3.095, 0.426], [0.821, -3.603, -0.115], [0.896, 0.689, 3.232], [-2.036, -0.975, 1.125], [-2.234, -4.805, 1.057], [-2.153, 2.225, -3.431], [0.468, -0.331, 2.510], [2.412, -1.647, 0.641], [1.604, 3.313, 4.181], [-2.586, 2.045, 3.311], [-3.503, 2.228, 3.875], [1.411, 0.250, 4.399], [-4.950, 0.307, 0.566], [1.623, -1.719, 5.249], [2.533, 1.223, 0.040], [-0.917, 0.951, -3.783], [0.109, 0.082, 0.215], [-3.536, 3.875, 0.932], [-5.423, 1.874, 1.218], [-0.199, -3.805, -0.438], [0.458, -2.442, 2.870], [-3.454, 2.896, -0.525], [0.712, -1.464, 3.241], [-1.996, 2.964, 3.341], [1.828, 0.804, 5.127], [-1.970, 3.499, 0.225]]
}

Record 2
{
  "formula": "C16H23BrFN2O5",
  "method": "wB97M-V/def2-TZVPD",
  "spin_multiplicity": 1,
  "homo_ev": -12.3498,
  "fmax_ev_per_a": 5.67,
  "charge": 1,
  "e_tot_ha": -3782.63335,
  "de_lowest_kj_mol": 380.2,
  "lumo_energy_ev": -5.266,
  "homo_lumo_gap_ev": 7.08,
  "elements": ["N", "H", "C", "H", "C", "C", "C", "Br", "H", "C", "H", "N", "H", "H", "H", "O", "C", "C", "H", "O", "O", "H", "C", "H", "H", "H", "C", "C", "H", "C", "C", "O", "H", "H", "C", "H", "H", "H", "C", "H", "H", "C", "F", "H", "H", "C", "H", "O"],
  "coordinates": [[-2.192, -3.395, -0.905], [1.564, -5.582, 0.074], [-3.080, -2.259, -0.926], [0.282, 3.811, -0.556], [0.027, 5.838, 2.917], [-1.903, 1.817, -0.595], [0.947, 5.342, 0.813], [-4.890, -2.311, -0.078], [0.867, -3.986, 0.686], [-0.138, 4.481, 0.195], [-2.528, -4.260, -0.455], [-3.313, 1.334, -0.508], [1.457, 5.902, 0.027], [-1.915, 5.854, 4.759], [-1.299, 7.375, 5.428], [-4.431, 0.539, -2.513], [3.292, -4.634, -2.034], [-0.274, -2.169, -2.209], [-0.574, -5.556, -0.950], [-1.524, 2.557, -1.515], [0.139, 4.696, 3.298], [-0.914, 0.065, -2.797], [-3.557, 0.369, -1.638], [3.368, -3.908, 1.378], [2.591, -4.833, -2.915], [4.277, -2.653, 0.243], [-0.852, -3.419, -1.470], [0.100, -4.711, -1.369], [-0.271, 5.935, 5.478], [3.752, -3.675, 0.328], [-2.617, -0.954, -1.606], [0.389, 6.308, 1.711], [-3.286, 0.707, 0.332], [3.770, -5.592, -1.614], [1.271, -4.517, -0.256], [1.704, 4.735, 1.320], [0.519, -4.955, -2.403], [4.567, -4.463, 0.086], [-1.187, -0.916, -2.284], [-0.642, 3.876, 0.952], [2.338, -2.727, -1.119], [2.597, -3.812, -0.821], [-0.918, 1.391, 0.370], [-0.903, 5.106, -0.274], [4.151, -3.960, -2.419], [-1.021, 6.468, 4.891], [0.765, -2.112, -2.673], [-0.505, 6.853, 3.617]]
}

Record 3
{
  "formula": "C16H23BrN3O9",
  "method": "wB97M-V/def2-TZVPD",
  "spin_multiplicity": 1,
  "homo_ev": -11.9057,
  "fmax_ev_per_a": 5.90,
  "charge": 1,
  "e_tot_ha": -4038.54840,
  "de_lowest_kj_mol": 0.0,
  "lumo_energy_ev": -5.961,
  "homo_lumo_gap_ev": 5.94,
  "elements": ["O", "C", "C", "C", "C", "H", "H", "H", "O", "C", "Br", "C", "H", "O", "C", "N", "C", "C", "H", "H", "H", "H", "C", "C", "H", "H", "O", "H", "O", "C", "O", "N", "H", "O", "H", "H", "H", "C", "H", "H", "H", "O", "H", "H", "H", "C", "C", "O", "N", "H", "H", "C"],
  "coordinates": [[-3.402, 3.963, 4.082], [-2.553, 2.834, 4.273], [4.096, -0.979, -1.044], [4.136, -1.285, -3.597], [0.051, 4.149, -5.412], [-4.125, 1.341, 4.520], [-0.130, -5.243, 1.463], [-1.444, 1.408, 3.087], [-0.122, -2.176, 4.553], [-1.041, 1.098, -4.023], [1.355, -0.738, 0.106], [-0.448, 1.994, -5.090], [0.530, -4.030, 5.228], [-0.086, 5.314, -5.632], [-4.236, 4.011, 5.160], [1.962, -1.003, -2.677], [4.994, -1.187, -2.325], [-0.370, -1.733, 3.290], [1.611, 1.427, -5.475], [-1.666, 3.168, 4.824], [-3.017, 1.860, 2.399], [-2.133, 1.133, -4.060], [-2.146, 2.233, 2.946], [2.608, -0.934, -1.443], [0.177, -6.035, 3.024], [4.527, -0.914, 0.002], [-0.319, -2.761, 2.392], [1.331, -3.838, 2.958], [-0.940, 3.324, -4.968], [-3.416, 1.933, 5.108], [1.223, 3.465, -5.570], [2.129, -1.295, -5.003], [-0.718, 1.624, -6.086], [-4.945, 4.934, 5.427], [1.278, -1.865, -4.801], [-0.751, 1.432, -3.023], [-1.380, -5.250, 2.692], [-0.300, -5.180, 2.541], [1.375, 2.261, -3.918], [-0.717, 0.063, -4.154], [4.720, -1.470, -4.572], [-4.153, 2.863, 5.893], [-2.834, 1.264, 5.744], [2.769, -1.942, -5.510], [-1.679, 2.990, 2.311], [0.243, -3.876, 3.085], [1.034, 2.196, -4.958], [-0.604, -0.590, 3.005], [2.734, -1.177, -3.740], [6.130, -1.264, -2.276], [-1.178, -3.923, 4.739], [-0.160, -3.598, 4.502]]
}

- What is the formula in the first record?
  C16H23Br2N6S3SbSiZr